Computed, not measured: a structure of composition C42H36GeKN11O3S2, with the ωB97M-V functional and the def2-TZVPD basis.

Geometry as XYZ:
```
96
C42H36GeKN11O3S2, DFT the ωB97M-V functional and the def2-TZVPD basis
K 0.29679 -0.48166 1.24855
N -1.31146 0.23807 5.69551
C -1.21935 -0.58772 4.64746
N -0.51648 -0.01838 3.70140
C -0.16417 1.20310 4.22794
N -0.63335 1.38727 5.45698
C 0.66525 2.16212 3.51630
C 0.90232 3.40699 4.06485
N 1.73430 4.32430 3.54626
C 2.44623 3.84078 2.46296
C 2.16689 2.64161 1.86919
N 1.22655 1.76979 2.30000
H -1.75839 0.08789 6.58051
H -1.64608 -1.57848 4.60926
H 0.37543 3.67819 4.97491
H 3.20861 4.48798 2.04407
H 2.71274 2.36032 0.97455
O -0.84736 1.24195 -0.72623
C -1.71310 1.64296 0.25007
C -2.62279 0.71279 0.73239
C -3.36835 0.96674 1.87447
C -3.22624 2.17171 2.53994
C -2.37999 3.13734 2.01798
C -1.63650 2.90357 0.86576
C -0.84662 3.98047 0.27083
N -0.82957 4.24701 -1.01922
C -0.00521 5.33847 -1.15327
C 0.42926 5.75134 0.07113
N -0.12030 4.87883 0.97243
H -2.68695 -0.23384 0.22159
H -4.04357 0.20362 2.24287
H -3.77754 2.36965 3.44982
H -2.28949 4.10220 2.50251
H 0.21470 5.76615 -2.11793
H 1.09072 6.54060 0.37988
H 0.17910 4.78437 1.93926
N 3.01941 -1.80068 1.51578
C 3.52277 -0.96676 0.88363
H 2.45157 -2.49053 2.04373
C -2.58429 1.85992 -3.10308
Ge -0.77631 1.46096 -2.50910
C -0.08440 -0.29358 -3.05214
C 0.03218 -1.38315 -2.19084
C 0.57316 -2.58425 -2.62851
C 1.01091 -2.71552 -3.93813
C 0.90827 -1.63841 -4.80814
C 0.36948 -0.43963 -4.36367
C 0.52811 2.73277 -3.21218
C 0.12046 3.57458 -4.21417
C 1.01893 4.46288 -4.84273
C 2.32670 4.49909 -4.45494
C 2.79628 3.64584 -3.42640
C 4.14896 3.66781 -3.01086
C 4.58910 2.83638 -2.02081
C 3.69551 1.94574 -1.39233
C 2.38219 1.91228 -1.76906
C 1.89175 2.75040 -2.80043
H -2.65136 1.84437 -4.19128
H -2.87455 2.84205 -2.73255
H -3.26555 1.10736 -2.70591
H -0.31350 -1.32810 -1.16796
H 0.64276 -3.41517 -1.93678
H 1.43518 -3.65184 -4.27974
H 1.25780 -1.72845 -5.82951
H 0.32453 0.40160 -5.04900
H -0.91833 3.58977 -4.52524
H 0.66031 5.11590 -5.62902
H 3.02690 5.18007 -4.92538
H 4.82760 4.36202 -3.49348
H 5.62439 2.86389 -1.70501
H 4.03915 1.29308 -0.60042
H 1.70227 1.23875 -1.26062
N -0.04228 -9.24222 -0.01823
C -0.04782 -7.97974 0.58249
C 0.87123 -7.00608 0.18349
C 0.89541 -5.77285 0.80362
C 0.01085 -5.49380 1.83668
C -0.90032 -6.45394 2.24512
C -0.92853 -7.69161 1.62273
S 0.01332 -3.88152 2.56740
O -0.80342 -3.97481 3.76036
O 1.41717 -3.54338 2.77110
N -0.54481 -2.88921 1.48806
C -1.86418 -2.92741 1.16289
S -3.15899 -3.49750 2.21360
C -4.29813 -3.14936 0.96554
C -3.65487 -2.62651 -0.10155
N -2.29452 -2.49725 0.00483
H 0.32287 -9.25021 -0.95778
H -0.92322 -9.72906 0.03635
H 1.56879 -7.22333 -0.61687
H 1.60602 -5.01952 0.48809
H -1.58129 -6.22570 3.05306
H -1.63945 -8.44216 1.94820
H -5.35113 -3.34910 1.06916
H -4.13708 -2.31326 -1.01705
```

Output
Max |F| ... 0.69 eV Å⁻¹
ΔE to the lowest compared entry with this formula, charge and spin ... 0.0 kcal/mol
⟨S²⟩ ... 0.766
Total charge ... -1
Multiplicity ... 2
HOMO (spin up / spin down) ... -1.99 / -5.29 eV
E_LUMO (spin up / spin down) ... 2.1 / 2.1 eV
Orbital gap (spin up / spin down) ... 0.15017 / 0.27156 Ha

Which charges does Mulliken predict for the atoms? In e, they are:
1. K 1.57
2. N 0.08
3. C -0.50
4. N 0.22
5. C -0.55
6. N -0.83
7. C 0.21
8. C -0.29
9. N -0.88
10. C -0.68
11. C -0.11
12. N 0.45
13. H 0.16
14. H 0.54
15. H 0.47
16. H 0.41
17. H 0.00
18. O 0.87
19. C -0.80
20. C 0.20
21. C -0.31
22. C -0.92
23. C -0.47
24. C 0.72
25. C -0.68
26. N -0.21
27. C -0.67
28. C -0.64
29. N 0.00
30. H 0.70
31. H 0.44
32. H 0.39
33. H 0.46
34. H 0.47
35. H 0.50
36. H 0.30
37. N 0.10
38. C -0.43
39. H 0.53
40. C -1.60
41. Ge 1.71
42. C -0.07
43. C -0.05
44. C -0.63
45. C -0.61
46. C -0.75
47. C -0.52
48. C 0.62
49. C -0.63
50. C -0.87
51. C -0.85
52. C 1.29
53. C -1.00
54. C -0.79
55. C -0.66
56. C -0.64
57. C 0.22
58. H 0.53
59. H 0.39
60. H 0.35
61. H 0.07
62. H 0.63
63. H 0.38
64. H 0.38
65. H 0.33
66. H 0.29
67. H 0.38
68. H 0.37
69. H 0.37
70. H 0.43
71. H 0.38
72. H 0.08
73. N -0.61
74. C 1.09
75. C -0.80
76. C -0.45
77. C -0.55
78. C -0.38
79. C -0.67
80. S 1.24
81. O -0.72
82. O -1.05
83. N 0.04
84. C 0.13
85. S -0.10
86. C -0.51
87. C -0.60
88. N -0.18
89. H 0.23
90. H 0.23
91. H 0.28
92. H 0.45
93. H 0.47
94. H 0.28
95. H 0.44
96. H 0.39